The following is a DFT calculation (ωB97M-V/def2-TZVPD) of a cluster of 4 separate species, C53H103BrIN4O7S3Si in total in a non-equilibrium geometry.

Output
gap between HOMO and LUMO (alpha / beta) = 8.08 / 8.62 eV
LUMO (alpha / beta) = 0.0010 / 0.0010 Ha
2S+1 = 4
E_HOMO (alpha / beta) = -8.1 / -8.6 eV

CARTESIAN COORDINATES (ANGSTROEM)
1 C 3.05 -2.94 0.29
2 C 4.35 -3.12 -0.51
3 C 4.85 -1.82 -1.15
4 C 4.19 -1.60 -2.51
5 N 3.82 -0.19 -2.82
6 C 3.26 -0.12 -4.18
7 C 2.74 1.27 -4.49
8 C 1.43 1.56 -3.72
9 C 1.53 2.97 -3.14
10 C 0.30 3.58 -2.42
11 C 0.36 5.11 -2.62
12 C -0.93 5.92 -2.76
13 C -0.65 7.40 -2.50
14 I -1.70 5.79 -4.78
15 O -0.87 3.03 -3.09
16 S -2.27 2.95 -2.26
17 O -3.27 2.83 -3.30
18 O -2.19 1.45 -1.64
19 C -1.45 1.45 -0.36
20 Si -1.99 -0.22 0.41
21 C -1.26 -1.65 -0.56
22 C -1.69 -0.37 2.25
23 C -3.86 -0.26 0.14
24 C 0.02 1.68 -0.70
25 C 1.03 0.97 0.22
26 C 1.06 1.43 1.69
27 C 0.43 3.16 -0.92
28 C -0.12 4.15 0.12
29 C 0.98 4.98 0.73
30 O 2.08 4.62 0.98
31 Br 0.43 6.81 1.20
32 C 4.89 0.70 -2.61
33 S 6.14 0.98 -3.62
34 S 4.68 1.55 -1.10
35 C 5.93 2.84 -1.13
36 C 5.67 3.77 0.05
37 C 6.53 5.02 -0.05
38 H 2.31 -3.70 0.06
39 H 3.23 -2.94 1.36
40 H 2.60 -1.98 0.03
41 H 4.19 -3.88 -1.28
42 H 5.13 -3.51 0.15
43 H 4.61 -1.00 -0.47
44 H 5.93 -1.88 -1.27
45 H 4.87 -1.93 -3.30
46 H 3.28 -2.18 -2.56
47 H 2.43 -0.83 -4.18
48 H 3.98 -0.47 -4.93
49 H 2.58 1.35 -5.56
50 H 3.48 2.02 -4.22
51 H 1.39 0.81 -2.94
52 H 0.59 1.46 -4.40
53 H 2.37 2.96 -2.45
54 H 1.83 3.61 -3.97
55 H 0.92 5.34 -3.53
56 H 0.95 5.55 -1.81
57 H -1.73 5.60 -2.10
58 H -0.59 7.59 -1.43
59 H -1.45 8.02 -2.90
60 H 0.26 7.70 -3.00
61 H -1.89 2.25 0.24
62 H -2.02 -2.43 -0.63
63 H -0.33 -2.04 -0.17
64 H -1.09 -1.30 -1.58
65 H -2.42 -1.07 2.65
66 H -0.71 -0.81 2.43
67 H -1.73 0.57 2.79
68 H -4.12 -0.74 -0.80
69 H -4.30 -0.80 0.97
70 H -4.25 0.76 0.16
71 H 0.13 1.22 -1.67
72 H 0.94 -0.11 0.14
73 H 2.02 1.19 -0.20
74 H 0.12 1.86 2.03
75 H 1.89 2.11 1.88
76 H 1.24 0.57 2.33
77 H 1.50 3.17 -0.76
78 H -0.52 3.59 0.97
79 H -0.92 4.80 -0.21
80 H 6.93 2.42 -1.06
81 H 5.84 3.37 -2.08
82 H 4.61 4.06 0.10
83 H 5.89 3.26 0.98
84 H 6.30 5.59 -0.95
85 H 6.36 5.68 0.80
86 H 7.59 4.77 -0.06
87 C -9.21 1.35 -3.06
88 C -8.12 0.71 -2.16
89 C -7.69 -0.66 -2.70
90 C -8.73 -1.76 -2.50
91 C -9.13 -1.85 -1.03
92 C -9.62 -0.51 -0.46
93 N -8.61 0.56 -0.75
94 O -7.63 0.52 0.09
95 C -11.00 -0.17 -1.06
96 C -9.81 -0.62 1.04
97 C -6.91 1.64 -2.18
98 H -9.54 0.68 -3.86
99 H -10.09 1.65 -2.49
100 H -8.83 2.25 -3.53
101 H -6.77 -0.96 -2.20
102 H -7.45 -0.55 -3.76
103 H -9.61 -1.58 -3.13
104 H -8.31 -2.72 -2.82
105 H -9.93 -2.59 -0.90
106 H -8.28 -2.19 -0.44
107 H -11.31 0.83 -0.76
108 H -11.73 -0.88 -0.67
109 H -11.03 -0.24 -2.14
110 H -8.90 -0.96 1.54
111 H -10.60 -1.33 1.25
112 H -10.09 0.35 1.47
113 H -7.16 2.60 -1.73
114 H -6.62 1.80 -3.21
115 H -6.06 1.22 -1.65
116 C 2.34 -8.37 -2.24
117 C 1.98 -7.60 -0.94
118 C 1.62 -8.57 0.19
119 C 0.26 -9.24 0.02
120 C -0.83 -8.19 -0.18
121 C -0.53 -7.23 -1.33
122 N 0.85 -6.65 -1.18
123 O 0.85 -5.68 -0.32
124 C -0.69 -7.97 -2.67
125 C -1.54 -6.09 -1.34
126 C 3.21 -6.81 -0.53
127 H 2.18 -9.44 -2.15
128 H 1.77 -8.02 -3.10
129 H 3.38 -8.21 -2.50
130 H 1.62 -8.02 1.14
131 H 2.40 -9.32 0.26
132 H 0.27 -9.94 -0.82
133 H 0.03 -9.83 0.91
134 H -1.79 -8.67 -0.37
135 H -0.94 -7.61 0.75
136 H -0.37 -7.34 -3.50
137 H -1.74 -8.21 -2.82
138 H -0.14 -8.91 -2.72
139 H -1.58 -5.57 -0.39
140 H -2.53 -6.50 -1.55
141 H -1.30 -5.36 -2.12
142 H 3.46 -6.06 -1.28
143 H 4.05 -7.51 -0.44
144 H 3.09 -6.31 0.43
145 C 5.81 3.26 5.16
146 C 4.29 3.40 4.84
147 C 3.67 4.57 5.62
148 C 3.50 4.28 7.11
149 C 2.71 2.99 7.31
150 C 3.33 1.80 6.59
151 N 3.56 2.14 5.15
152 O 2.48 2.03 4.46
153 C 4.63 1.38 7.30
154 C 2.39 0.60 6.66
155 C 4.17 3.70 3.35
156 H 6.13 3.95 5.94
157 H 6.07 2.26 5.46
158 H 6.40 3.47 4.27
159 H 2.69 4.80 5.19
160 H 4.29 5.45 5.47
161 H 4.47 4.23 7.61
162 H 2.96 5.11 7.57
163 H 2.64 2.75 8.38
164 H 1.68 3.14 6.96
165 H 5.15 0.61 6.73
166 H 4.39 0.97 8.27
167 H 5.32 2.21 7.46
168 H 1.40 0.83 6.28
169 H 2.29 0.29 7.70
170 H 2.79 -0.24 6.09
171 H 4.54 2.86 2.75
172 H 4.77 4.58 3.11
173 H 3.15 3.91 3.05



The following is a DFT calculation (ωB97M-V/def2-TZVPD) of the molecule C16H22N6OS2 in a non-equilibrium geometry.

Output
gap between HOMO and LUMO = 8.97 eV
LUMO = 0.0186 Ha
structure (SMILES) = CC1CCN(C(=O)CSc2nnc(CSc3ncccn3)n2C)CC1
2S+1 = 1
E_HOMO = -8.5 eV
ΔE to the lowest compared entry with this formula, charge and spin = 2.8 kcal/mol

CARTESIAN COORDINATES (ANGSTROEM)
1 C 0.85 -3.99 -4.04
2 C 0.39 -3.89 -2.59
3 C -1.04 -4.41 -2.43
4 C -1.50 -4.26 -0.98
5 N -1.41 -2.87 -0.56
6 C -2.54 -2.20 -0.28
7 O -3.64 -2.71 -0.34
8 C -2.41 -0.74 0.16
9 S -1.75 -0.61 1.86
10 C -0.40 0.44 1.58
11 N 0.09 0.78 0.41
12 N 1.13 1.59 0.64
13 C 1.27 1.75 1.92
14 C 2.27 2.59 2.59
15 S 1.47 4.06 3.36
16 C 1.10 4.99 1.92
17 N 1.69 4.62 0.79
18 C 1.37 5.32 -0.29
19 C 0.49 6.38 -0.24
20 C -0.04 6.69 1.01
21 N 0.26 5.99 2.09
22 N 0.30 1.03 2.59
23 C 0.08 0.92 4.00
24 C -0.06 -2.35 -0.65
25 C 0.44 -2.45 -2.09
26 H 0.81 -5.02 -4.38
27 H 1.87 -3.62 -4.14
28 H 0.21 -3.39 -4.68
29 H 1.05 -4.50 -1.97
30 H -1.10 -5.46 -2.72
31 H -1.71 -3.84 -3.07
32 H -2.54 -4.56 -0.87
33 H -0.87 -4.86 -0.32
34 H -1.76 -0.14 -0.48
35 H -3.41 -0.32 0.18
36 H 2.99 2.95 1.86
37 H 2.76 2.07 3.41
38 H 1.85 5.00 -1.20
39 H 0.23 6.95 -1.12
40 H -0.72 7.51 1.16
41 H 0.82 0.26 4.45
42 H 0.16 1.91 4.46
43 H -0.91 0.51 4.17
44 H -0.01 -1.31 -0.32
45 H 0.58 -2.95 0.01
46 H 1.47 -2.07 -2.13
47 H -0.18 -1.82 -2.73



The following is a DFT calculation (ωB97M-V/def2-TZVPD) of a cluster of 2 separate species, C6H10OS4 in total in a non-equilibrium geometry.

Output
gap between HOMO and LUMO = 7.08 eV
LUMO = -0.0411 Ha
structure (SMILES) = C/C(S)=C(\O)C(=S)S.CC=S
2S+1 = 1
E_HOMO = -8.2 eV
ΔE to the lowest compared entry with this formula, charge and spin = 30.3 kcal/mol

CARTESIAN COORDINATES (ANGSTROEM)
1 C -0.08 -2.21 1.57
2 C 1.01 -1.61 0.74
3 S 1.73 -2.78 -0.42
4 C 1.39 -0.28 0.78
5 O 0.61 0.36 1.66
6 C 2.33 0.47 -0.03
7 S 2.32 2.15 0.14
8 S 3.17 -0.47 -1.28
9 H 0.22 -2.62 2.49
10 H -0.66 -3.01 1.13
11 H -0.82 -1.44 1.76
12 H 1.06 -3.87 -0.15
13 H 1.02 1.22 1.68
14 H 3.61 0.61 -1.86
15 C -1.29 2.43 -1.15
16 C -1.62 1.06 -1.45
17 S -1.99 -0.08 -0.41
18 H -0.21 2.86 -1.47
19 H -1.16 2.50 -0.08
20 H -2.13 3.03 -1.42
21 H -1.52 0.75 -2.48



The following is a DFT calculation (ωB97M-V/def2-TZVPD) of a cluster of 2 separate species, C2H7NO in total in a non-equilibrium geometry.

Output
gap between HOMO and LUMO = 9.31 eV
LUMO = 0.0393 Ha
structure (SMILES) = C=CN.O
2S+1 = 1
E_HOMO = -8.2 eV
ΔE to the lowest compared entry with this formula, charge and spin = 21.3 kcal/mol

CARTESIAN COORDINATES (ANGSTROEM)
1 C -1.24 1.51 2.38
2 C -1.71 1.94 1.22
3 N -1.39 1.31 0.01
4 H -0.59 0.64 2.42
5 H -1.49 1.98 3.32
6 H -2.34 2.81 1.05
7 H -1.20 0.32 0.04
8 H -1.91 1.56 -0.81
9 O 3.80 -4.35 -3.07
10 H 4.73 -4.10 -3.05
11 H 3.33 -3.62 -3.50



The following is a DFT calculation (ωB97M-V/def2-TZVPD) of the molecule C8H16N2 in a non-equilibrium geometry.

Output
gap between HOMO and LUMO (alpha / beta) = 8.15 / 7.38 eV
LUMO (alpha / beta) = 0.0034 / -0.0098 Ha
2S+1 = 1
E_HOMO (alpha / beta) = -8.1 / -7.6 eV
ΔE to the lowest compared entry with this formula, charge and spin = 127.2 kcal/mol

CARTESIAN COORDINATES (ANGSTROEM)
1 C -2.11 -1.53 -0.86
2 C -1.40 1.31 -1.26
3 N -0.81 -0.97 -0.52
4 C -0.82 0.44 -0.16
5 N -1.46 0.69 1.07
6 H -0.41 -1.49 0.25
7 H -1.61 1.69 1.22
8 H -2.88 -1.32 -0.11
9 H -2.45 -1.15 -1.82
10 H -2.01 -2.61 -0.95
11 H -1.16 2.36 -1.08
12 H -0.96 1.03 -2.22
13 H -2.48 1.20 -1.31
14 C 2.63 -0.96 0.82
15 C 1.47 -0.16 1.31
16 C 0.83 0.89 -0.02
17 C 0.84 -0.11 2.41
18 C 1.54 0.85 -1.20
19 H 0.80 1.87 0.45
20 H 3.38 -0.28 0.41
21 H 3.06 -1.56 1.62
22 H 2.32 -1.62 0.01
23 H -0.86 0.33 1.87
24 H 0.85 -0.53 3.40
25 H 1.62 -0.07 -1.76
26 H 2.07 1.71 -1.58



The following is a DFT calculation (ωB97M-V/def2-TZVPD) of a structure of composition C46H46FIrN5O3Si in a non-equilibrium geometry.

Output
gap between HOMO and LUMO (alpha / beta) = 5.12 / 4.33 eV
total charge = +2
LUMO (alpha / beta) = -0.1881 / -0.3052 Ha
2S+1 = 6
E_HOMO (alpha / beta) = -10.2 / -12.6 eV
ΔE to the lowest compared entry with this formula, charge and spin = 0.0 kcal/mol

CARTESIAN COORDINATES (ANGSTROEM)
1 Ir 0.14 -0.30 0.44
2 N -2.21 -1.75 2.10
3 C -2.56 -0.50 1.70
4 C -3.84 0.00 2.05
5 C -4.21 1.25 1.57
6 C -3.30 2.06 0.82
7 C -2.10 1.51 0.50
8 N -1.75 0.24 0.89
9 C -1.16 -2.64 1.73
10 C -1.34 -3.96 2.23
11 C -0.61 -5.01 1.72
12 C 0.39 -4.68 0.83
13 C 0.56 -3.39 0.35
14 N -0.12 -2.34 0.91
15 H -2.84 -2.25 2.74
16 H -4.56 -0.67 2.54
17 H -5.16 1.63 1.73
18 H -3.62 3.04 0.44
19 H -1.37 2.06 -0.13
20 H -2.15 -4.21 2.87
21 H -0.71 -6.05 2.03
22 H 1.01 -5.51 0.46
23 H 1.18 -3.09 -0.47
24 C 2.26 0.94 -2.36
25 Si 3.18 -0.18 -1.19
26 C 4.68 0.94 -0.79
27 C 3.79 -1.85 -1.82
28 N 2.08 -0.53 0.13
29 C 2.73 -0.67 1.35
30 C 3.80 -1.54 1.56
31 C 4.29 -1.75 2.83
32 C 3.84 -0.93 3.89
33 C 2.90 0.07 3.69
34 C 2.22 0.11 2.47
35 O 0.96 0.64 2.27
36 C 0.16 0.98 3.47
37 C -0.23 2.34 3.56
38 C -0.68 2.67 4.83
39 C -0.95 1.76 5.83
40 C -0.75 0.43 5.59
41 C -0.19 0.01 4.36
42 H 2.94 1.50 -3.02
43 H 1.75 1.72 -1.72
44 H 1.49 0.48 -2.98
45 H 5.04 1.46 -1.65
46 H 5.58 0.50 -0.33
47 H 4.35 1.71 -0.06
48 H 3.44 -2.66 -1.19
49 H 4.88 -1.88 -1.83
50 H 3.57 -2.03 -2.92
51 H 4.30 -2.09 0.74
52 H 5.03 -2.56 3.14
53 H 4.30 -1.09 4.86
54 H 2.72 0.80 4.42
55 H -0.27 3.16 2.84
56 H -0.78 3.73 5.15
57 H -1.49 2.17 6.67
58 H -0.88 -0.31 6.43
59 H 0.10 -1.02 4.08
60 C -0.37 -4.63 -4.14
61 O -1.09 -4.14 -3.01
62 C -2.25 -4.67 -2.60
63 C -2.85 -5.87 -3.15
64 C -4.14 -6.25 -2.73
65 C -4.69 -5.69 -1.59
66 C -4.11 -4.54 -1.05
67 C -2.98 -3.95 -1.60
68 N -2.65 -2.60 -1.34
69 C -3.43 -1.53 -1.69
70 C -2.95 -0.30 -2.19
71 C -3.83 0.45 -3.00
72 C -3.32 1.42 -3.86
73 C -1.93 1.64 -3.86
74 C -1.09 1.05 -2.93
75 C -1.52 0.05 -2.10
76 O -0.67 -0.78 -1.48
77 H 0.64 -4.24 -4.07
78 H -0.81 -4.30 -5.09
79 H -0.18 -5.70 -4.14
80 H -2.32 -6.44 -3.93
81 H -4.75 -6.89 -3.39
82 H -5.53 -6.15 -1.07
83 H -4.65 -3.96 -0.24
84 H -1.64 -2.35 -1.36
85 H -4.54 -1.72 -1.72
86 H -4.86 0.25 -2.87
87 H -4.05 1.91 -4.54
88 H -1.52 2.41 -4.56
89 H -0.02 1.30 -2.89
90 F 2.08 10.10 -2.34
91 C 2.32 8.90 -1.81
92 C 3.65 8.47 -1.62
93 C 3.91 7.47 -0.73
94 C 2.88 6.67 -0.19
95 C 3.27 5.61 0.60
96 C 1.56 7.06 -0.46
97 C 1.25 8.16 -1.23
98 H 4.52 8.95 -2.11
99 H 4.96 7.30 -0.41
100 H 2.54 4.82 0.95
101 H 4.33 5.39 0.74
102 H 0.79 6.34 -0.10
103 H 0.27 8.52 -1.40



The following is a DFT calculation (ωB97M-V/def2-TZVPD) of a structure of composition CaI in a non-equilibrium geometry.

Output
gap between HOMO and LUMO = 6.48 eV
total charge = +1
LUMO = -0.2377 Ha
2S+1 = 1
E_HOMO = -13.0 eV
ΔE to the lowest compared entry with this formula, charge and spin = 5.8 kcal/mol

CARTESIAN COORDINATES (ANGSTROEM)
1 Ca 2.36 6.93 -5.57
2 I 1.24 5.95 -3.03



The following is a DFT calculation (ωB97M-V/def2-TZVPD) of the molecule CHClO3 in a non-equilibrium geometry.

Output
gap between HOMO and LUMO (alpha / beta) = 11.25 / 6.90 eV
LUMO (alpha / beta) = 0.0146 / -0.1543 Ha
2S+1 = 3
E_HOMO (alpha / beta) = -10.9 / -11.1 eV
ΔE to the lowest compared entry with this formula, charge and spin = 0.0 kcal/mol

CARTESIAN COORDINATES (ANGSTROEM)
1 C 0.27 0.14 -0.06
2 O 0.33 1.33 -0.01
3 O 1.29 -0.68 -0.05
4 O -0.98 -0.55 -0.06
5 Cl -2.99 -0.14 0.13
6 H 2.08 -0.11 0.05



The following is a DFT calculation (ωB97M-V/def2-TZVPD) of a structure of composition C4H6Br2O2 in a non-equilibrium geometry.

Output
gap between HOMO and LUMO = 8.60 eV
LUMO = 0.0161 Ha
2S+1 = 1
E_HOMO = -8.2 eV
ΔE to the lowest compared entry with this formula, charge and spin = 63.5 kcal/mol

CARTESIAN COORDINATES (ANGSTROEM)
1 C 1.08 0.26 0.34
2 C -1.35 0.20 -1.54
3 C 0.55 -1.26 2.04
4 C -0.16 1.09 -1.42
5 O 2.24 0.42 0.35
6 O 0.15 -0.37 0.94
7 Br 1.29 1.36 -2.62
8 Br -0.60 2.82 -0.62
9 H -0.97 -0.74 -1.70
10 H -2.12 0.39 -2.25
11 H -1.77 0.22 -0.60
12 H 1.40 -0.95 2.53
13 H 0.54 -2.21 1.73
14 H -0.28 -1.22 2.85



The following is a DFT calculation (ωB97M-V/def2-TZVPD) of a structure of composition C31H36GdN9 in a non-equilibrium geometry.

Output
gap between HOMO and LUMO (alpha / beta) = 5.12 / 6.89 eV
total charge = +2
LUMO (alpha / beta) = -0.2823 / -0.2171 Ha
2S+1 = 8
E_HOMO (alpha / beta) = -12.8 / -12.8 eV
ΔE to the lowest compared entry with this formula, charge and spin = 0.0 kcal/mol

CARTESIAN COORDINATES (ANGSTROEM)
1 Gd -0.31 -0.23 -0.19
2 N -1.23 -2.58 0.65
3 C -0.37 -3.30 1.61
4 C 0.21 -2.34 2.63
5 N 0.99 -1.23 2.03
6 C 2.32 -1.75 1.62
7 C 3.10 -0.89 0.62
8 N 2.31 -0.56 -0.58
9 C 1.12 -0.19 3.08
10 C 1.76 1.10 2.63
11 N 1.20 1.54 1.33
12 H -2.18 -2.59 0.99
13 H -1.27 -3.09 -0.23
14 H 0.42 -3.81 1.07
15 H -0.92 -4.08 2.14
16 H 0.81 -2.89 3.36
17 H -0.61 -1.89 3.20
18 H 2.17 -2.72 1.16
19 H 2.95 -1.92 2.50
20 H 4.00 -1.45 0.36
21 H 3.45 0.03 1.06
22 H 2.28 -1.38 -1.19
23 H 2.81 0.14 -1.12
24 H 1.66 -0.59 3.95
25 H 0.11 0.03 3.44
26 H 2.84 1.00 2.56
27 H 1.59 1.85 3.41
28 H 1.93 2.03 0.81
29 H 0.49 2.24 1.49
30 N 0.67 0.19 -10.67
31 C 0.48 0.06 -9.55
32 C 0.25 -0.11 -8.14
33 C 0.68 0.87 -7.25
34 C 0.45 0.71 -5.89
35 C -0.19 -0.43 -5.41
36 C -0.62 -1.40 -6.31
37 C -0.41 -1.25 -7.67
38 C -0.43 -0.59 -3.95
39 C -1.43 0.22 -3.38
40 C -2.38 0.99 -4.14
41 C -3.31 1.46 -3.26
42 C -2.89 1.03 -1.98
43 N -1.76 0.29 -2.04
44 C 0.26 -1.60 -3.27
45 C 1.13 -2.55 -3.89
46 C 1.48 -3.45 -2.92
47 C 0.83 -3.03 -1.74
48 N 0.11 -1.91 -1.92
49 H 1.18 1.75 -7.62
50 H 0.78 1.48 -5.20
51 H -1.14 -2.28 -5.94
52 H -0.75 -2.00 -8.37
53 H -2.38 1.08 -5.21
54 H -4.19 2.04 -3.47
55 H -3.38 1.23 -1.04
56 H 1.43 -2.54 -4.92
57 H 2.09 -4.33 -3.02
58 H 0.90 -3.51 -0.77
59 N -2.21 0.17 1.67
60 C -2.94 1.43 1.66
61 C -4.11 1.60 2.36
62 C -4.81 2.82 2.32
63 C -4.32 3.86 1.59
64 C -3.13 3.72 0.85
65 C -2.61 4.75 0.03
66 C -1.48 4.53 -0.70
67 C -0.86 3.27 -0.61
68 N -1.29 2.29 0.15
69 C -2.42 2.49 0.88
70 H -1.71 0.10 2.55
71 H -2.89 -0.58 1.69
72 H -4.51 0.77 2.94
73 H -5.73 2.92 2.88
74 H -4.85 4.81 1.55
75 H -3.13 5.70 -0.02
76 H -1.06 5.29 -1.35
77 H 0.03 3.07 -1.20